(1)
Density functional theory data (the ωB97M-V functional and the def2-TZVPD basis) for 3 unconnected molecules or ions with the total composition C27H51Cl2FN4O10P2.

Atoms and positions in Å:
C  -3.54158  -4.14921  -1.46263
C  -3.13028  -2.71589  -1.73799
O  -4.08619  -2.09678  -2.60669
P  -4.54763  -0.62600  -2.22280
O  -4.81367  -0.45087  -0.78643
C  -3.44427  0.62484  -2.86514
C  -1.98229  0.45297  -2.44550
C  -1.00936  1.04402  -3.48627
C  -0.32509  -0.01440  -4.23149
C  -0.91902  -0.53949  -5.35446
C  -2.24774  -0.03671  -5.82014
O  -2.24666  1.06898  -6.35005
O  -3.12730  -0.81017  -5.48486
C  -0.22776  -1.51033  -5.97177
F  -0.69210  -2.05933  -7.03180
C  1.00130  -1.94397  -5.53091
P  1.90320  -3.25216  -6.41530
O  1.42653  -4.61326  -6.11743
N  1.54524  -1.44320  -4.46418
N  0.85539  -0.50529  -3.85101
C  1.49254  0.01113  -2.68447
Cl  1.16943  -0.82744  -1.23131
C  2.29795  1.04762  -2.74170
C  3.04119  1.66842  -1.65109
Cl  2.51792  1.79267  -4.28468
O  -5.87996  -0.41776  -3.07575
C  -6.98753  -1.19759  -2.62093
C  -7.97173  -1.27437  -3.75873
H  -3.91904  -4.23705  -0.46493
H  -4.28528  -4.43869  -2.17515
H  -2.67875  -4.77975  -1.54484
H  -2.98801  -2.16473  -0.82655
H  -2.18468  -2.71997  -2.25439
H  -3.79792  1.54371  -2.44302
H  -3.59079  0.69819  -3.92807
H  -1.85926  1.01006  -1.54066
H  -1.73668  -0.56032  -2.19952
H  -0.31787  1.72857  -3.04082
H  -1.56565  1.60133  -4.21240
H  1.80463  -2.90832  -7.76822
H  3.23352  -3.02175  -6.04176
H  2.84701  2.72472  -1.63437
H  2.81187  1.26852  -0.69495
H  4.08780  1.55036  -1.85318
H  -6.67774  -2.18727  -2.34160
H  -7.43976  -0.73394  -1.76463
H  -8.95037  -1.52304  -3.39572
H  -7.64296  -1.99688  -4.47579
H  -8.01334  -0.30720  -4.21516
C  6.24745  -1.99984  3.69859
O  5.21543  -1.39851  4.45268
C  5.61504  -0.31929  5.28316
C  5.21463  1.03017  4.72727
N  5.98159  1.40059  3.54740
C  5.44379  2.50602  2.75512
C  3.99693  2.47839  2.27256
O  3.71537  1.56720  1.22116
C  3.64096  0.19759  1.60209
H  5.87979  -2.96617  3.35888
H  6.52165  -1.41487  2.81348
H  7.14243  -2.16159  4.30467
H  6.68916  -0.36389  5.48627
H  5.09252  -0.45337  6.23317
H  5.37642  1.78468  5.50365
H  4.13675  0.98404  4.52891
H  6.09846  0.59431  2.95291
H  6.07798  2.59888  1.87148
H  5.57828  3.42553  3.33411
H  3.78974  3.46334  1.84977
H  3.28168  2.34427  3.09064
H  3.13757  0.06283  2.56118
H  4.63072  -0.26431  1.62768
H  3.07055  -0.31180  0.81690
C  1.01988  0.86918  5.22822
O  -0.33894  0.90184  5.58813
C  -0.96602  2.17413  5.51942
C  -1.87027  2.32304  4.31568
N  -1.13655  2.42249  3.06023
C  -1.93532  2.21713  1.84932
C  -2.78325  0.95974  1.70310
O  -2.05139  -0.23133  1.46185
C  -1.37971  -0.78270  2.57444
H  1.43461  -0.06459  5.60602
H  1.16822  0.88579  4.14131
H  1.57294  1.70261  5.67400
H  -0.22291  2.97699  5.56253
H  -1.58958  2.25152  6.41266
H  -2.46400  3.23348  4.44369
H  -2.56133  1.47149  4.33298
H  -0.36688  1.77062  3.05899
H  -1.24140  2.23983  1.00475
H  -2.59573  3.08347  1.73694
H  -3.40966  1.08164  0.81700
H  -3.48046  0.82094  2.53737
H  -1.97306  -0.70603  3.48841
H  -0.39939  -0.31922  2.72940
H  -1.21190  -1.83917  2.36102

Values from the calculation:
- Energy: -3733.67377 Eh
- Energy relative to the best compared isomer or geometry (same formula, charge and spin): 0.0 kcal/mol
- Kohn-Sham gap: 7.43 eV
- HOMO energy: -8.7 eV
- E_LUMO: -1.3 eV

***

(2)
Density functional theory data (the ωB97M-V functional and the def2-TZVPD basis) for a molecular structure, C27H52Br4Cl2CsLiNO10PS.

Atoms and positions in Å:
C  5.81603  2.81968  1.26467
O  5.98991  2.39251  -0.06982
C  4.94640  1.47686  -0.40490
C  5.09872  1.09269  -1.87259
C  4.40881  -0.24382  -2.29064
C  3.45517  -0.82028  -1.22344
C  2.58581  -1.95034  -1.76687
C  1.33661  -2.27111  -0.90487
C  0.40698  -3.13335  -1.82659
C  -0.44701  -2.14355  -2.66881
C  -1.18020  -2.75676  -3.87930
C  -1.18015  -1.74246  -5.03302
Br  -3.08566  -3.12189  -3.52331
S  -0.77927  -4.16949  -0.93991
O  -1.92179  -3.33557  -0.57611
O  -1.24391  -5.24986  -1.75543
O  0.04110  -4.78153  0.27975
C  0.47803  -3.67856  1.09077
C  1.66230  -2.90347  0.47439
C  2.02669  -1.84952  1.57299
C  0.92782  -0.78883  1.81975
C  1.35020  0.65537  1.49886
C  0.26231  1.62651  2.06630
C  -0.16830  2.62158  0.97841
C  -1.15126  3.66929  1.54606
C  -2.10690  4.26745  0.48532
C  -1.82715  5.76036  0.22100
O  -1.08346  5.87270  -1.02833
C  -1.83189  6.38257  -2.03660
C  -1.16812  7.46390  -2.86722
O  -2.94792  6.00639  -2.27936
P  3.04423  -4.14056  0.38034
N  2.74935  -5.22974  -0.69754
O  3.21908  -4.83971  1.82297
O  4.44782  -3.39837  0.10127
H  4.92198  3.45560  1.31900
H  5.70812  1.97020  1.95378
H  6.68610  3.38878  1.59232
H  5.04352  0.63092  0.28617
H  4.00294  2.01756  -0.23593
H  6.16846  0.99762  -2.06660
H  4.69288  1.90409  -2.47822
H  5.19169  -0.97614  -2.50069
H  3.79682  -0.04391  -3.17429
H  4.06148  -1.09873  -0.36579
H  2.78977  -0.00595  -0.91685
H  2.21667  -1.60206  -2.73974
H  3.15434  -2.85412  -1.99515
H  0.82880  -1.30893  -0.78441
H  0.98243  -3.79894  -2.47162
H  0.23596  -1.38841  -3.06745
H  -1.15665  -1.62483  -2.02175
H  -0.74841  -3.71146  -4.17574
H  -1.42450  -0.76482  -4.60645
H  -1.97419  -1.96219  -5.74493
H  -0.21195  -1.69743  -5.53755
H  0.86772  -4.12259  2.00992
H  -0.34005  -3.02697  1.39972
H  2.10560  -2.43673  2.49712
H  3.00999  -1.40969  1.41547
H  0.51548  -0.83065  2.83025
H  0.07528  -0.99106  1.15819
H  1.35938  0.82889  0.42114
H  2.30710  0.90172  1.96544
H  0.66666  2.20568  2.89878
H  -0.61478  1.03561  2.34006
H  0.70072  3.14950  0.57088
H  -0.67165  2.10431  0.15333
H  -0.54751  4.44536  2.02639
H  -1.75657  3.22128  2.34136
H  -3.14466  4.15699  0.80680
H  -1.99070  3.74147  -0.46265
H  -2.73545  6.35773  0.19338
H  -1.18461  6.19617  0.98549
H  -1.05954  7.10768  -3.89248
H  -1.81683  8.33717  -2.81722
H  -0.16527  7.67375  -2.49645
H  3.45855  -5.27276  -1.42009
H  2.47101  -5.42629  1.99791
H  4.97067  -4.04677  -0.39271
C  -3.10202  -5.55716  2.38712
Cl  -2.57331  -4.65275  0.92668
Cl  -4.02860  -7.01063  1.91232
H  -2.23293  -5.85774  2.96795
H  -3.74720  -4.92463  2.98602
Cs  -6.09826  -7.29370  1.06174
C  -9.18944  -10.14435  5.41074
Br  -8.12183  -8.75354  6.20778
Br  -10.72378  -9.42803  4.49561
Br  -8.13842  -11.27298  4.25922
H  -9.55806  -10.76399  6.21544
O  -2.97892  8.29511  1.91344
C  -3.45178  9.05755  1.05453
C  -2.41797  10.58653  1.02875
O  -2.91651  11.33073  0.17338
H  -4.47570  9.44538  1.20369
H  -3.43988  8.72818  -0.00347
H  -1.40739  10.16963  0.85858
H  -2.44068  10.89182  2.09088
Li  -2.53449  -7.83118  -1.90675

Values from the calculation:
- Energy: -13850.31505 Eh
- Kohn-Sham gap: 0.81 eV
- HOMO energy: -3.1 eV
- E_LUMO: -2.3 eV

***

(3)
Density functional theory data (the ωB97M-V functional and the def2-TZVPD basis) for 4 unconnected molecules or ions with the total composition C27H52BrClFN5O15PS4.

Atoms and positions in Å:
C  -0.05485  -3.59054  6.79622
C  0.21580  -2.91010  5.84279
C  0.49785  -2.13932  4.65204
N  -0.25249  -0.86066  4.50576
C  0.35806  -0.17519  3.43253
N  1.32902  0.64500  3.70933
C  2.08001  1.33989  2.64520
C  3.26008  0.51062  2.12932
N  2.90301  -0.80899  1.63728
C  2.84400  -0.88108  0.15213
C  1.97255  0.16591  -0.51323
C  3.88256  -1.78555  2.03038
C  3.43243  -3.18939  2.34030
O  5.04726  -1.52287  2.08624
C  1.72868  0.94510  5.07016
S  0.92399  2.44777  5.73418
O  -0.10187  2.84148  4.83458
O  0.57261  2.18613  7.07510
N  0.03395  -0.36522  2.14005
C  -0.80410  -1.55228  1.86169
C  -1.89776  -1.84090  2.88865
F  -3.05520  -1.38478  2.30512
P  -2.24484  -3.69264  3.27907
O  -3.52842  -3.98919  2.31751
Cl  -0.71315  -4.79051  2.39336
C  -1.66815  -0.99515  4.18983
Br  -2.33316  0.85707  3.71528
N  -2.41445  -1.48096  5.31175
C  -2.04729  -0.89069  6.60152
C  -2.32719  -1.77442  7.81215
O  -1.59447  0.19592  6.75447
C  -3.86506  -1.41072  5.17069
C  -4.65596  -0.40827  6.00396
O  -4.45859  -2.16647  4.47124
H  -0.38570  -4.29777  7.49986
H  0.42484  -2.81757  3.80057
H  1.55366  -1.87772  4.69343
H  1.42271  1.72965  1.88038
H  2.50999  2.21819  3.11543
H  3.98855  0.45609  2.93232
H  3.74188  1.08769  1.33811
H  3.85923  -0.78675  -0.24707
H  2.49463  -1.87739  -0.10749
H  0.94529  0.18752  -0.16278
H  1.93092  -0.07863  -1.56855
H  2.37545  1.16847  -0.41998
H  2.35221  -3.32688  2.31503
H  3.80845  -3.49328  3.30912
H  3.85566  -3.87966  1.61900
H  2.79412  1.16452  5.03617
H  1.60050  0.13434  5.77237
H  1.90728  3.39678  5.71294
H  -0.43007  0.45778  1.76387
H  -1.29155  -1.38404  0.91137
H  -0.12040  -2.38190  1.70024
H  -3.19105  -4.18649  1.43080
H  -1.36586  -1.93705  8.28355
H  -2.83769  -2.69142  7.54512
H  -2.90817  -1.15994  8.48842
H  -4.27760  0.60097  5.89480
H  -4.69364  -0.68939  7.05060
H  -5.66573  -0.40157  5.62178
O  3.85348  1.48410  -4.44536
S  2.45467  1.75580  -4.57134
O  1.48432  0.98192  -3.85328
O  2.06243  1.78571  -6.10624
C  2.41626  0.64937  -6.92709
C  1.47007  -0.51785  -6.73695
C  2.16501  3.46167  -4.24427
H  3.45064  0.35874  -6.73657
H  2.36317  0.99998  -7.95575
H  1.56991  -0.94723  -5.73936
H  1.67996  -1.29764  -7.46571
H  0.43539  -0.19741  -6.85232
H  2.86771  4.05311  -4.82432
H  2.32242  3.62254  -3.17999
H  1.13914  3.70079  -4.51172
O  -0.36597  3.97299  0.87097
S  -1.69893  4.50769  0.82420
O  -2.31402  4.83000  -0.42086
O  -1.78320  5.76369  1.78946
C  -0.81975  6.82444  1.61515
C  -1.16655  7.72515  0.44619
C  -2.76561  3.45095  1.74080
H  0.18320  6.40695  1.51186
H  -0.83895  7.39689  2.54038
H  -1.06643  7.19803  -0.50210
H  -0.50265  8.58931  0.42675
H  -2.19741  8.07019  0.51997
H  -2.30176  3.25546  2.70242
H  -2.87774  2.52905  1.17391
H  -3.73236  3.93216  1.86457
O  0.24525  -2.08783  -9.29916
S  -0.06226  -2.48662  -10.64087
O  -0.70001  -1.58242  -11.54212
O  -0.88766  -3.84619  -10.59377
C  -2.06938  -3.89230  -9.77078
C  -3.25412  -3.21672  -10.43344
C  1.38460  -3.13501  -11.40629
H  -1.86156  -3.45887  -8.79094
H  -2.28461  -4.94844  -9.61921
H  -3.10052  -2.14115  -10.51439
H  -4.16002  -3.38834  -9.85165
H  -3.40087  -3.60182  -11.44220
H  1.84240  -3.85836  -10.73721
H  2.06075  -2.30170  -11.58376
H  1.10434  -3.59765  -12.34869

Values from the calculation:
- Energy: -7530.18935 Eh
- Kohn-Sham gap: 8.51 eV
- HOMO energy: -11.8 eV
- E_LUMO: -3.2 eV
- Charge: +1

***

(4)
Density functional theory data (the ωB97M-V functional and the def2-TZVPD basis) for 16 unconnected molecules or ions with the total composition C27H52Cl30FN2O.

Atoms and positions in Å:
C  -1.55324  8.11783  2.60610
C  -2.48723  6.95108  2.45881
C  -3.94996  7.26357  2.63005
N  -1.96244  5.83326  2.14688
C  -2.61471  4.58293  2.50559
F  -3.77584  4.32546  1.72284
C  -3.01890  4.45124  3.97056
C  -1.90377  4.08056  4.96135
C  -1.14570  5.32007  5.48729
C  -2.61300  3.50934  6.20813
N  -1.00098  3.01572  4.47410
O  -1.45192  1.82632  4.66436
C  -0.49440  3.23303  3.09950
C  0.58584  4.32059  3.00479
C  0.20910  1.91706  2.67534
C  -1.64944  3.44474  2.12416
H  -0.76953  7.90553  3.32330
H  -2.08612  8.99659  2.95095
H  -1.07241  8.30046  1.64626
H  -4.57596  6.62915  2.02134
H  -4.10203  8.27977  2.27517
H  -4.24644  7.24844  3.67566
H  -3.75934  3.65601  4.01377
H  -3.51559  5.32878  4.36671
H  -0.23196  4.95036  5.93921
H  -1.77466  5.79146  6.22768
H  -0.87269  6.00965  4.69788
H  -1.89254  2.99914  6.83881
H  -3.38844  2.80723  5.93479
H  -3.06587  4.30325  6.79841
H  0.20301  5.31644  3.18241
H  1.41725  4.07842  3.66134
H  0.94432  4.33341  1.97150
H  0.88355  2.16723  1.87415
H  0.76764  1.49326  3.49795
H  -0.53403  1.21330  2.32306
H  -1.30179  3.64607  1.11520
H  -2.27103  2.55242  2.12980
C  0.52248  5.02576  8.91324
Cl  0.49921  6.62378  8.15951
Cl  1.64725  3.93276  8.09790
H  0.82762  5.13335  9.94718
H  -0.47421  4.60217  8.85545
C  -0.08784  11.29511  3.71799
Cl  -1.75330  11.63604  4.20566
Cl  0.59499  9.93074  4.60970
H  -0.07634  11.05865  2.66020
H  0.51569  12.17307  3.91448
C  0.56775  -2.16237  1.37877
Cl  -0.63220  -1.70843  2.59704
Cl  1.50735  -0.76001  0.84866
H  1.23682  -2.89597  1.81575
H  0.06869  -2.58104  0.51294
C  -4.94859  1.71111  -0.06143
Cl  -6.62964  1.22573  -0.34217
Cl  -4.12536  0.60592  1.03964
H  -4.42655  1.71236  -1.01108
H  -4.94010  2.70347  0.37532
C  -9.44106  2.83935  -1.79690
Cl  -9.49682  2.66178  -3.55529
Cl  -11.02699  2.60676  -1.05533
H  -8.76792  2.09339  -1.39269
H  -9.08769  3.83562  -1.55867
C  1.90209  -2.60933  -2.61041
Cl  1.90391  -2.80714  -4.36610
Cl  0.28565  -2.83483  -1.93275
H  2.56709  -3.34728  -2.17692
H  2.24265  -1.60918  -2.37073
C  -0.61686  -2.74376  -7.02454
Cl  -0.56578  -3.68489  -8.52066
Cl  -2.27474  -2.37785  -6.53223
H  -0.14126  -3.31757  -6.23878
H  -0.08849  -1.81100  -7.18320
C  2.80529  -6.36355  -5.39984
Cl  1.31778  -5.84323  -6.19783
Cl  2.55680  -6.64480  -3.66989
H  3.14134  -7.28434  -5.85910
H  3.55371  -5.58856  -5.52140
C  0.59613  2.49733  -1.29587
Cl  1.45982  1.02220  -1.73830
Cl  1.53570  3.47377  -0.16316
H  0.39568  3.08123  -2.18633
H  -0.33313  2.21085  -0.81296
C  -9.03418  -0.26258  2.22373
Cl  -10.19251  1.07007  2.31553
Cl  -8.84822  -1.08331  3.77854
H  -9.38988  -0.98001  1.49354
H  -8.07141  0.13459  1.92370
C  3.36240  -0.84009  4.45381
Cl  3.30523  0.79381  3.78953
Cl  4.53540  -1.85784  3.60643
H  3.64284  -0.78163  5.49867
H  2.37876  -1.28597  4.35214
C  5.59340  -9.21092  -7.03374
Cl  4.10089  -8.69464  -7.83085
Cl  5.33792  -9.48074  -5.30245
H  5.93179  -10.13447  -7.48480
H  6.34077  -8.43580  -7.15877
C  4.42142  -12.06285  -10.35500
Cl  5.14832  -13.66938  -10.28492
Cl  5.57239  -10.75840  -10.00284
H  4.02691  -11.90597  -11.35157
H  3.62388  -12.01611  -9.62264
C  8.02079  -9.56188  -2.47453
Cl  8.88819  -11.08875  -2.27583
Cl  9.05271  -8.17162  -2.11571
H  7.68019  -9.48610  -3.50016
H  7.17504  -9.55124  -1.79711
C  9.50526  -13.55768  -9.94722
Cl  8.34733  -12.22420  -9.87764
Cl  9.67215  -14.36597  -8.38392
H  9.15451  -14.27991  -10.67520
H  10.47233  -13.16675  -10.24079

Values from the calculation:
- Energy: -15150.21366 Eh
- Spin multiplicity: 2
- Expectation value of S²: 0.754
- Kohn-Sham gap (alpha / beta): 8.66 / 9.63 eV
- HOMO energy (alpha / beta): -8.4 / -9.4 eV
- E_LUMO (alpha / beta): 0.2 / 0.2 eV